{"formula": "C8H13I", "method": "wB97M-V/def2-TZVPD", "elements": ["C", "C", "C", "C", "C", "C", "C", "C", "I", "H", "H", "H", "H", "H", "H", "H", "H", "H", "H", "H", "H", "H"], "coordinates": [[-0.0714, -0.1449, -0.7138], [-0.1189, -0.3847, -1.9547], [-0.3736, 0.8320, 1.4608], [0.0700, -0.5705, 1.6438], [-0.9577, 0.8621, 0.0088], [0.7130, -0.9111, 0.3141], [-1.0063, 2.2906, -0.6277], [1.0804, -2.4147, -0.0090], [2.6995, 0.4007, 0.2307], [0.5546, -1.0644, -2.4983], [-0.6773, 0.2470, -2.6685], [-0.9897, 1.1753, 2.1922], [0.4474, 1.3839, 1.4328], [0.7738, -0.5740, 2.4387], [-0.7159, -1.3388, 1.7220], [-1.9601, 0.5683, 0.0727], [-1.0966, 2.2698, -1.8020], [-0.0345, 2.7188, -0.4484], [-1.8103, 2.8576, -0.2997], [1.4451, -2.9925, 0.8138], [1.8590, -2.4411, -0.7661], [0.1697, -2.7694, -0.5423]], "forces_ev_per_a": [[-0.910, 0.247, 4.050], [0.460, -0.354, -5.529], [-2.631, -2.286, -2.953], [0.319, -0.926, -0.940], [1.240, 1.728, 0.338], [1.823, -0.395, -0.473], [1.726, -2.305, -2.787], [-0.903, 2.258, -1.324], [-0.485, -0.838, 0.135], [-0.320, -0.003, 0.596], [-0.003, -0.380, 0.657], [-2.051, 1.013, 2.018], [3.606, 2.695, 0.189], [0.477, -0.798, 0.911], [-0.078, 0.384, 0.520], [-1.535, -1.122, -0.120], [0.061, -0.259, 2.180], [0.207, 0.714, 0.183], [-1.297, 1.163, 0.960], [-0.291, -0.241, 0.671], [0.099, 0.111, -0.090], [0.487, -0.404, 0.806]], "e_lumo_ha": -0.001, "homo_energy_ev": -8.79, "charge": 0, "fmax_ev_per_a": 5.56, "molar_mass_g_mol": 236.096, "relative_energy_kcal_mol": 10.7, "smiles": "C=C1[C@H](C)CC[C@]1(C)I"}